Record 1
C19H22N8OOsSSe4 | ωB97M-V/def2-TZVPD

XYZ file:
```
56
Properties=species:S:1:pos:R:3:forces:R:3
Os 0.10583 0.03005 0.42208 -0.6 -1.8 1.6
N -0.54598 -3.50485 0.51797 0.0 0.0 0.0
C -1.67279 -2.82467 0.30750 0.3 -0.1 0.0
N -2.78214 -3.50084 0.08226 -0.1 -0.3 0.0
C -3.89579 -2.80006 -0.13242 0.4 0.1 0.1
N -5.03234 -3.44048 -0.34872 0.0 0.0 0.0
N -3.92947 -1.44218 -0.14897 -0.2 0.2 0.0
C -2.79442 -0.84511 0.06834 -0.4 -0.4 -0.1
N -1.62215 -1.46556 0.31714 1.2 2.1 0.0
C -2.77812 0.62746 0.03566 -0.3 0.1 0.0
C -3.93938 1.37023 -0.10552 0.0 -0.1 0.0
C -3.85796 2.75230 -0.11480 0.1 0.1 0.0
C -2.60688 3.34658 -0.01558 -0.1 -0.1 0.0
C -1.49414 2.53788 0.11489 0.0 0.2 0.0
N -1.57636 1.20324 0.15551 -0.1 0.6 -0.3
H -0.59802 -4.50930 0.55193 0.0 0.0 0.0
H 0.29754 -3.03456 0.79603 0.0 0.0 0.0
H -5.06519 -4.44466 -0.29427 0.0 0.0 0.0
H -5.87900 -2.91598 -0.48701 0.0 0.0 0.0
H -4.87621 0.84204 -0.19552 0.0 0.0 0.0
H -4.74691 3.36155 -0.19698 0.0 0.0 0.0
H -2.48500 4.41953 -0.02979 0.0 0.0 0.0
H -0.50368 2.96684 0.19697 0.0 -0.1 0.0
Se 0.01339 0.74806 2.80162 0.5 -0.5 -1.6
Se 2.07777 0.82561 3.78203 -0.2 -0.1 -0.6
Se 3.52781 0.33214 2.02687 -0.4 -0.1 0.7
Se 2.27654 -1.04109 0.66926 0.1 0.5 -0.8
C 3.56632 -3.31337 -2.27646 -0.2 0.0 0.0
C 2.07516 -3.09061 -2.51351 0.3 0.2 -0.1
C 1.78805 -2.10042 -3.64197 -0.2 -0.3 0.2
N 2.37911 -0.78345 -3.37601 0.0 -0.1 0.2
C 1.88633 0.12934 -2.57257 0.4 0.1 0.1
S 0.23455 0.01705 -2.01956 -0.5 -0.2 0.7
N 2.60516 1.22426 -2.23353 -0.3 -0.2 -0.1
C 4.05143 1.36238 -2.14680 0.0 0.0 0.4
O 4.48921 1.64910 -1.06378 -0.1 0.0 -0.2
C 4.82932 1.17484 -3.36821 0.3 0.0 -0.4
C 6.21511 1.01309 -3.25411 -0.2 -0.1 0.1
C 6.98446 0.83316 -4.38738 0.1 0.0 0.0
C 6.38341 0.80660 -5.63959 -0.1 0.1 0.0
C 5.01355 1.01146 -5.76597 0.0 0.0 -0.1
C 4.23814 1.21018 -4.63920 0.1 0.1 0.2
H 3.70970 -4.03664 -1.47482 0.1 0.0 0.0
H 4.06921 -2.39203 -1.97654 0.0 0.0 0.0
H 4.05191 -3.70259 -3.17172 0.0 0.0 0.0
H 1.60753 -2.71582 -1.59766 -0.1 -0.1 0.0
H 1.59984 -4.03921 -2.76610 -0.1 0.0 0.0
H 0.71416 -1.98454 -3.76970 0.0 0.1 -0.1
H 2.21928 -2.45808 -4.57581 0.0 0.1 0.0
H 3.31853 -0.63621 -3.72582 0.0 0.1 0.0
H 2.13168 1.83750 -1.58600 0.0 0.0 0.1
H 6.66565 1.03024 -2.27106 0.0 0.0 0.0
H 8.05584 0.71975 -4.29859 0.0 0.0 0.0
H 6.98451 0.65017 -6.52474 0.0 0.0 0.0
H 4.55605 1.03208 -6.74519 0.0 0.0 0.0
H 3.18603 1.44330 -4.74446 0.0 -0.1 0.0
```
Positions in Å, forces in eV/Å.

Values from the calculation:
- orbital gap (alpha / beta) (eV) = 4.86 / 4.88
- E (eV) = -308705.7571
- HOMO energy (alpha / beta) (eV) = -13.4 / -13.4
- lowest unoccupied orbital energy (alpha / beta) (eV) = -8.55 / -8.54
- M (g/mol) = 916.6
- energy relative to the best compared isomer or geometry (same formula, charge and spin) (kcal per mole) = 36.3
- net charge = +2

Atom charges from the Mulliken analysis, given in e for atoms 1 to 2:
1 Os 1.58
2 N -0.21

Record 2
C19H23As2CdF6INO8PSSbSe4 | ωB97M-V/def2-TZVPD

XYZ file:
```
68
Properties=species:S:1:pos:R:3:forces:R:3
Cd 2.83521 0.17348 -0.67420 0.9 -0.1 -0.6
F 4.94905 0.24711 -1.82055 -0.1 -0.2 0.2
P 5.91156 -0.27028 -0.54607 -0.2 0.2 0.0
F 6.58115 -1.33025 -1.53614 0.1 0.0 0.1
F 6.96847 0.86073 -0.92930 0.1 0.0 0.0
F 6.76312 -0.75950 0.69047 0.2 -0.1 0.0
F 5.08115 0.78418 0.39996 0.2 -0.1 -0.2
F 4.71249 -1.35843 -0.18071 0.3 0.1 -0.2
Se 3.38100 0.82859 4.33824 -0.2 0.2 -0.5
Sb 2.66910 -0.90505 2.76069 2.1 -0.5 3.3
Se 1.09421 -0.05489 1.08361 1.0 -1.3 2.3
Se 4.55272 -2.55648 2.95946 -0.3 -0.3 -0.2
Se 1.35511 -2.48888 4.13121 0.0 -0.4 -0.3
I 2.57032 2.94276 -0.91169 0.0 0.1 -0.4
C -0.74344 5.04981 -2.00848 0.2 0.3 0.2
O -1.31350 3.97978 -2.76412 -0.1 -0.2 0.2
C -1.59761 2.80899 -2.14707 -0.1 0.8 -0.8
O -2.15515 1.96630 -2.80590 0.2 -0.3 0.1
C -1.14677 2.66240 -0.75491 -0.7 -0.1 0.2
C -1.83190 3.09025 0.32390 0.2 0.0 -0.4
As -3.77493 2.86568 0.47029 -0.1 0.3 0.0
C -4.42013 3.19230 -1.36181 -0.3 0.0 -0.2
C -3.37444 0.90730 0.34144 0.5 -0.4 0.0
C -2.29837 0.24907 -0.12771 -0.8 0.7 -0.3
As -0.43219 0.91285 -0.29845 -2.2 1.2 -2.6
C 0.06016 0.06464 -1.97648 -0.5 0.1 -0.9
C -2.30136 -1.19308 -0.46126 0.3 -1.0 0.1
O -1.46013 -1.95024 -0.04185 -0.1 0.2 0.1
O -3.20168 -1.69868 -1.32461 -0.2 0.3 0.0
C -4.05095 -0.84811 -2.10276 -0.2 0.2 -0.3
C -4.55139 0.16828 0.85464 -0.5 -0.2 0.1
O -5.66690 0.39102 0.43369 0.0 0.0 0.0
O -4.39388 -0.73687 1.82775 0.0 0.1 -0.2
C -3.17474 -0.80575 2.59382 0.4 0.0 0.3
C -1.28809 2.84279 1.68734 0.3 -0.1 0.8
O -1.99266 2.49849 2.61893 -0.1 0.0 -0.2
O 0.00306 3.09966 1.80520 -0.2 0.3 -0.3
C 0.56590 2.94269 3.12247 -0.1 -0.1 0.2
H -0.59555 5.86447 -2.71401 0.0 -0.1 0.0
H 0.21951 4.77517 -1.57279 -0.1 -0.1 0.0
H -1.41185 5.37531 -1.20922 0.0 0.0 -0.1
H -4.08906 4.17678 -1.70079 0.1 0.0 0.1
H -5.50890 3.20854 -1.29770 0.0 0.1 0.2
H -4.14822 2.45350 -2.10659 0.1 0.0 0.1
H -0.83149 0.00191 -2.59244 -0.1 0.1 -0.2
H 0.43067 -0.94962 -1.85992 0.1 0.0 0.5
H 0.78937 0.65687 -2.53569 0.0 0.1 0.2
H -4.93963 -0.54382 -1.55134 0.1 -0.1 0.0
H -4.35135 -1.44155 -2.96485 0.0 -0.1 0.1
H -3.52417 0.03674 -2.45398 0.1 0.0 0.0
H -3.41949 -1.36452 3.49355 -0.1 0.0 0.0
H -2.82865 0.18783 2.87463 0.0 0.0 -0.1
H -2.38420 -1.34300 2.07099 -0.1 0.1 0.0
H 1.61495 3.19997 3.03762 0.0 -0.1 -0.1
H 0.46661 1.91495 3.46281 0.1 0.0 -0.1
H 0.04381 3.59782 3.82216 0.0 0.0 -0.1
S 2.52573 -2.44347 -1.99280 0.1 0.4 -0.3
C 2.52900 -3.79382 -0.97557 -0.1 0.2 -0.1
N 2.29676 -3.69001 0.35089 -0.1 0.0 0.1
C 2.21644 -4.72181 1.21108 0.1 -0.3 0.0
C 2.37217 -5.99472 0.74485 0.0 -0.1 0.0
C 2.64953 -6.17822 -0.62067 0.0 0.2 0.0
C 2.72872 -5.10542 -1.46700 0.0 -0.1 0.1
H 2.16857 -2.75970 0.73787 0.0 0.1 -0.1
H 2.03443 -4.45701 2.24731 0.0 0.1 0.0
H 2.29912 -6.83691 1.41590 0.0 0.1 0.1
H 2.81227 -7.17740 -1.00680 0.0 0.0 0.0
H 2.95131 -5.22150 -2.51653 0.0 0.0 0.0
```
Positions in Å, forces in eV/Å.

Values from the calculation:
- orbital gap (alpha / beta) (eV) = 4.88 / 4.86
- E (eV) = -476647.2269
- HOMO energy (alpha / beta) (eV) = -1.8 / -1.8
- lowest unoccupied orbital energy (alpha / beta) (eV) = 3.03 / 3.03
- M (g/mol) = 1397.2
- energy relative to the best compared isomer or geometry (same formula, charge and spin) (kcal per mole) = 94.2
- net charge = -2
- spin multiplicity = 2

Atom charges from the Mulliken analysis, given in e for atoms 1 to 2:
1 Cd 1.35
2 F -0.46

Record 3
C19H23AsNO4RuS | ωB97M-V/def2-TZVPD

XYZ file:
```
50
Properties=species:S:1:pos:R:3:forces:R:3
Ru 0.47362 0.12716 0.48065 -1.0 -0.9 0.0
O -0.79515 1.90601 2.82181 -0.3 -0.1 0.2
C -0.58991 0.69744 2.83095 -0.4 0.1 0.0
O -1.02378 -0.16981 1.94949 0.3 0.7 0.2
C 0.30675 0.12968 3.88295 0.1 -0.1 0.0
C -0.09615 -0.16005 5.17756 0.0 0.1 0.0
C 0.82192 -0.65140 6.09365 0.0 0.0 0.0
C 2.14373 -0.85116 5.71294 0.0 0.0 0.0
C 2.54869 -0.56925 4.41753 0.0 0.0 0.0
C 1.62648 -0.08082 3.49562 0.1 -0.1 -0.1
S 2.18072 0.24457 1.83751 0.0 0.2 0.0
H -1.12490 0.01306 5.46806 0.0 0.0 0.0
H 0.51062 -0.87000 7.10686 0.0 0.0 0.0
H 2.86277 -1.23265 6.42644 0.0 0.0 0.0
H 3.57572 -0.73653 4.11593 0.0 0.0 0.0
O 2.30368 -1.34362 -2.80337 0.0 -0.1 0.0
C 1.69744 -1.12964 -1.77400 0.2 0.3 -0.1
O 1.72747 -0.02927 -1.08817 0.4 -0.1 -0.7
C 0.79442 -2.20929 -1.20618 -0.1 0.0 0.1
C 0.70129 -3.47456 -1.75132 0.0 0.1 -0.1
C -0.13935 -4.39080 -1.14220 0.0 0.0 0.0
C -0.85565 -4.02274 -0.00918 0.0 0.0 0.0
C -0.72015 -2.73894 0.48049 0.1 0.0 -0.1
N 0.08781 -1.86011 -0.12455 0.1 -0.3 0.2
H 1.29159 -3.70011 -2.62792 0.0 0.0 0.0
H -0.23957 -5.39009 -1.54612 0.0 0.0 0.0
H -1.50944 -4.72111 0.49379 0.0 0.0 0.0
H -1.23992 -2.37363 1.35558 0.0 0.0 0.0
C 1.99647 3.82548 0.74057 0.0 0.0 -0.1
C 0.47358 3.86927 0.73554 -0.1 0.1 0.1
As -0.38875 2.34166 -0.09908 0.9 0.2 0.3
C -0.29437 2.77498 -2.00093 0.1 -0.1 -0.1
C 1.06016 2.61985 -2.68920 0.0 0.1 0.0
C -2.28137 2.57632 0.22853 -0.2 0.0 -0.1
C -2.79415 3.95735 -0.16939 -0.1 0.0 0.1
H 2.38732 4.63234 1.36200 0.0 0.0 0.0
H 2.41040 3.94433 -0.26124 0.0 0.0 0.0
H 2.36696 2.88598 1.14495 0.0 0.0 0.0
H 0.11304 4.74721 0.19542 0.0 0.0 0.1
H 0.07923 3.89451 1.75036 0.0 0.0 0.0
H -0.63225 3.81043 -2.06318 -0.1 0.0 -0.1
H -1.05563 2.15957 -2.48639 0.0 0.0 0.0
H 1.74030 3.42137 -2.39850 0.0 0.0 0.0
H 0.93367 2.67599 -3.77158 0.0 0.0 0.0
H 1.54564 1.67834 -2.45202 0.0 -0.1 0.0
H -2.41610 2.37630 1.28525 0.0 0.0 0.1
H -2.79689 1.78793 -0.32376 0.0 0.0 0.0
H -2.31924 4.74387 0.41781 0.0 0.0 0.0
H -3.86792 4.01558 0.01540 0.0 0.0 0.0
H -2.63485 4.17848 -1.22470 0.0 0.0 0.0
```
Positions in Å, forces in eV/Å.

Values from the calculation:
- orbital gap (alpha / beta) (eV) = 6.23 / 7.19
- E (eV) = -104013.0819
- HOMO energy (alpha / beta) (eV) = -7.5 / -8.3
- lowest unoccupied orbital energy (alpha / beta) (eV) = -1.28 / -1.14
- M (g/mol) = 537.5
- energy relative to the best compared isomer or geometry (same formula, charge and spin) (kcal per mole) = 26.9
- net charge = 0
- spin multiplicity = 2

Atom charges from the Mulliken analysis, given in e for atoms 1 to 2:
1 Ru 0.34
2 O -0.65

> The lowest energy relative to the best compared isomer or geometry (same formula, charge and spin) belongs to which entry?

C19H23AsNO4RuS